# C24H52N4O28S6

A cluster of 10 separate species, C24H52N4O28S6 in total at a distorted geometry (ωB97M-V/def2-TZVPD, OMol25).

Each line ends with the Löwdin charge.
CARTESIAN COORDINATES (ANGSTROEM)
C  4.3745  4.5648  1.2991  -0.156
C  4.3832  3.0552  0.9928  -0.127
O  3.0361  2.7659  0.6300  -0.214
S  1.9959  3.7628  1.3252  0.620
O  1.8607  3.4048  2.6977  -0.202
O  0.8832  4.0102  0.4916  -0.203
O  3.0316  5.0122  1.2146  -0.203
H  4.9216  5.1142  0.5298  0.118
H  4.8427  4.8376  2.2445  0.134
H  4.6668  2.4408  1.8455  0.123
H  5.0306  2.8500  0.1448  0.129
C  1.3131  -3.0258  1.8846  -0.179
C  0.7326  -4.4214  1.7383  -0.160
O  1.7772  -5.2728  2.2267  -0.189
S  2.5078  -4.5644  3.4917  0.625
O  3.8805  -4.9170  3.4253  -0.221
O  1.8583  -4.7343  4.7502  -0.234
O  2.2089  -3.0754  2.9778  -0.189
H  0.5732  -2.2376  1.8939  0.104
H  1.9688  -2.9411  1.0138  0.127
H  0.3292  -4.6870  0.7679  0.120
H  -0.1086  -4.5535  2.4331  0.113
C  -4.2783  3.6583  -3.4542  -0.138
C  -4.3278  4.1809  -2.0194  -0.196
O  -3.0282  4.6485  -1.7696  -0.171
S  -1.9825  3.5683  -2.3777  0.626
O  -1.7946  2.4746  -1.4894  -0.217
O  -0.8687  4.3084  -2.8571  -0.214
O  -2.9503  3.1281  -3.5791  -0.194
H  -4.3634  4.4674  -4.1804  0.132
H  -5.0590  2.9335  -3.6686  0.134
H  -4.6677  3.4227  -1.3065  0.132
H  -5.0334  5.0021  -1.8940  0.138
C  -2.6680  -4.1991  6.0054  -0.189
C  -1.1852  -3.8492  5.9931  -0.151
O  -1.0883  -2.5414  5.4015  -0.185
S  -2.2851  -2.3718  4.3524  0.601
O  -1.8744  -2.6129  3.0119  -0.227
O  -3.0309  -1.1999  4.6546  -0.218
O  -3.1899  -3.6170  4.8356  -0.169
H  -3.1851  -3.9631  6.9419  0.131
H  -2.8041  -5.2846  5.9894  0.133
H  -0.6642  -4.4838  5.2713  0.111
H  -0.6871  -3.9391  6.9519  0.140
C  2.1768  1.6978  -6.2641  -0.140
C  2.4515  0.2841  -5.7409  -0.159
O  1.2450  -0.1111  -5.0917  -0.190
S  -0.0093  0.5644  -5.8164  0.603
O  -0.9613  1.0245  -4.8607  -0.231
O  -0.5251  -0.3279  -6.8047  -0.231
O  0.7767  1.7428  -6.5793  -0.175
H  2.7126  1.8205  -7.2011  0.138
H  2.4614  2.4053  -5.4913  0.114
H  3.3364  0.2831  -5.1056  0.134
H  2.7069  -0.4389  -6.5199  0.132
C  2.4988  5.3253  -1.7950  -0.158
C  2.5475  5.8550  -3.2347  -0.128
O  3.7883  5.3470  -3.7832  -0.196
S  4.3433  4.1100  -2.8919  0.607
O  5.5051  4.5761  -2.2159  -0.219
O  4.4139  2.9388  -3.7013  -0.229
O  3.0797  4.0274  -1.9336  -0.204
H  1.4823  5.2465  -1.4315  0.116
H  3.1226  5.9777  -1.1859  0.129
H  2.5664  6.9414  -3.2433  0.134
H  1.7838  5.4442  -3.8929  0.127
C  -4.7640  -1.1548  0.0659  0.009
C  -5.1572  -2.4873  0.6370  -0.550
O  -5.1843  -2.7243  1.8297  0.057
N  -5.4332  -3.4559  -0.2704  -0.011
C  -5.9404  -4.7773  0.0440  -0.068
H  -5.5248  -0.3836  0.1726  0.084
H  -4.4182  -1.1750  -0.9718  0.061
H  -3.8756  -0.7836  0.5837  0.083
H  -5.3113  -3.2209  -1.2400  0.118
H  -6.5446  -5.1031  -0.8024  0.083
H  -6.5522  -4.7385  0.9400  0.087
H  -5.1139  -5.4817  0.1556  0.071
C  1.1172  0.7190  4.8460  0.005
C  2.5940  0.4903  4.5958  -0.548
O  3.4203  0.8503  5.4222  0.036
N  2.9448  -0.1419  3.4471  0.017
C  4.3533  -0.3994  3.2093  -0.082
H  0.8464  1.6994  4.4578  0.072
H  0.8886  0.7267  5.9111  0.083
H  0.5701  -0.1619  4.5004  0.067
H  2.4382  0.0671  2.5948  0.086
H  4.5961  -0.5842  2.1656  0.082
H  4.6562  -1.2397  3.8337  0.087
H  4.9701  0.4580  3.5003  0.071
C  1.7918  0.5164  -1.5857  0.024
C  1.2686  0.1193  -0.2220  -0.537
O  1.9877  -0.5333  0.5277  0.014
N  0.0005  0.4706  0.0581  0.045
C  -0.5391  0.3544  1.4201  -0.026
H  1.9360  1.5879  -1.7457  0.070
H  1.0891  0.1844  -2.3499  0.056
H  2.7850  0.0867  -1.6972  0.090
H  -0.6246  0.9031  -0.6004  0.086
H  -1.0797  -0.5969  1.4762  0.061
H  -1.3345  1.0834  1.5580  0.094
H  0.2905  0.3608  2.1163  0.060
C  -1.5810  -1.4047  -2.8311  0.012
C  -1.6224  -2.5478  -1.8423  -0.538
O  -1.0926  -2.4255  -0.7466  0.053
N  -2.3334  -3.6483  -2.1844  0.016
C  -2.3906  -4.8320  -1.3671  -0.073
H  -1.3966  -1.6588  -3.8712  0.081
H  -0.8250  -0.7276  -2.4456  0.051
H  -2.4945  -0.8155  -2.7070  0.086
H  -2.6977  -3.6856  -3.1199  0.131
H  -1.4591  -5.1850  -0.9257  0.078
H  -2.6732  -5.6655  -2.0158  0.088
H  -3.1355  -4.7915  -0.5737  0.059

Properties
Energy above the lowest of the compared OMol25 structures with the same formula, charge and spin: 17.7 kcal per mole
Net charge: 0
SMILES: O=S1(=O)OCCO1.O=S1(=O)OCCO1.O=S1(=O)OCCO1.O=S1(=O)OCCO1.O=S1(=O)OCCO1.O=S1(=O)OCCO1.CNC(C)=O.CNC(C)=O.CNC(C)=O.CNC(C)=O
LUMO energy: 0.048 eV
Strongest force on any atom: 2.775 eV/A
Calculated total energy: -5660.471339 a.u.

---

# C10H15N4O

The ion C10H15N4O with charge +1 at a distorted geometry (ωB97M-V/def2-TZVPD, OMol25).

Each line ends with the natural charge from an NBO analysis.
CARTESIAN COORDINATES (ANGSTROEM)
C  1.3726  -1.1155  0.1176  -0.014
C  0.2587  -0.4558  0.4540  0.185
C  2.5648  0.0207  -0.5538  0.554
C  1.1363  1.7555  -0.0675  0.569
C  -2.5560  0.2013  -0.9093  0.662
C  -1.0899  -1.1013  0.6768  -0.439
C  -1.1566  1.4062  0.6257  -0.218
C  -2.0896  0.1018  0.5469  -0.318
C  1.6169  -2.5636  0.0537  -0.651
C  1.1332  3.1653  0.0741  -0.682
N  2.3195  1.2999  -0.4979  -0.547
N  0.1599  0.9370  0.3474  -0.335
N  -3.6561  -0.5620  -1.1879  -0.828
N  3.5868  -0.6529  -1.0716  -0.753
O  -1.8879  0.6820  -1.7948  -0.609
H  -1.2290  -1.7933  -0.0975  0.247
H  -1.0438  -1.5245  1.7383  0.256
H  -1.4298  2.2019  -0.1028  0.252
H  -1.2131  1.8625  1.5997  0.215
H  -2.9023  0.1924  1.3674  0.260
H  0.7298  -3.0000  -0.4659  0.241
H  1.7390  -2.9877  1.0491  0.256
H  2.4245  -2.7916  -0.5364  0.204
H  1.0633  3.6926  -0.9276  0.283
H  2.1597  3.3122  0.4432  0.285
H  0.2901  3.4186  0.6839  0.233
H  -4.2639  -0.8552  -0.4235  0.402
H  -4.0214  -0.7177  -2.2461  0.438
H  3.4393  -1.6679  -1.2854  0.423
H  4.3955  -0.1603  -1.3945  0.428

Properties
Energy above the lowest of the compared OMol25 structures with the same formula, charge and spin: 0.0 kcal per mole
Net charge: +1
SMILES: Cc1c2n(c(C)nc1=[NH2+])C[C@@H](C(N)=O)C2
LUMO energy: -3.263 eV
Strongest force on any atom: 5.973 eV/A
Calculated total energy: -684.073000 a.u.

---

# CH6N2

A cluster of 2 separate species, CH6N2 in total (ωB97M-V/def2-TZVPD, OMol25).

Each line ends with the natural charge from an NBO analysis.
CARTESIAN COORDINATES (ANGSTROEM)
N  2.1643  0.8934  0.5064  -1.076
H  2.7892  1.6514  0.7346  0.362
H  2.2220  0.6343  -0.4680  0.358
H  2.4121  0.0919  1.0692  0.357
C  -1.5816  -0.7898  -0.5200  -0.049
N  -2.2867  -0.0069  0.1655  -0.582
H  -0.5028  -0.6604  -0.4177  0.161
H  -1.9306  -1.6220  -1.1354  0.143
H  -3.2860  -0.1920  0.0653  0.326

Properties
Energy above the lowest of the compared OMol25 structures with the same formula, charge and spin: 17.0 kcal per mole
Net charge: 0
SMILES: C=N.N
LUMO energy: 1.139 eV
Strongest force on any atom: 0.718 eV/A
Calculated total energy: -151.171936 a.u.

---

# C2H6O3S2

The molecule C2H6O3S2 at a distorted geometry (ωB97M-V/def2-TZVPD, OMol25).

Each line ends with the natural charge from an NBO analysis.
CARTESIAN COORDINATES (ANGSTROEM)
C  0.6889  2.5942  0.0161  -0.771
C  -1.0203  -2.2902  -0.0899  -0.845
O  0.5700  -0.4030  -1.3513  -0.915
O  -0.1634  0.1434  0.9892  -0.859
O  1.3395  -1.5649  0.7390  -0.924
S  -0.8151  1.5761  0.4475  0.497
S  0.3466  -1.0186  -0.0597  2.337
H  1.2067  2.0292  -0.7074  0.249
H  1.1153  3.0270  0.9116  0.231
H  0.3966  3.4966  -0.6675  0.241
H  -0.6182  -3.3696  0.0334  0.263
H  -1.4569  -2.2142  -1.0578  0.243
H  -1.5898  -2.0060  0.7968  0.253

Properties
Energy above the lowest of the compared OMol25 structures with the same formula, charge and spin: 30.0 kcal per mole
Net charge: 0
SMILES: CSOS(C)(=O)=O
LUMO energy: 0.605 eV
Strongest force on any atom: 3.460 eV/A
Calculated total energy: -1101.828895 a.u.

---

# C5H8N2

The molecule C5H8N2 (ωB97M-V/def2-TZVPD, OMol25).

Each line ends with the natural charge from an NBO analysis.
CARTESIAN COORDINATES (ANGSTROEM)
C  1.5736  -0.7969  0.4509  -0.592
N  -0.6792  -1.2953  1.1803  -0.413
C  -1.4973  -0.3469  1.4310  0.216
N  -1.4840  0.7844  0.5738  -0.473
C  -0.5438  0.5238  -0.2672  0.326
C  -0.2400  1.4185  -1.4254  -0.670
C  0.0967  -0.8145  0.0446  -0.174
H  2.2309  -0.4538  -0.3535  0.210
H  1.7129  -0.1554  1.3269  0.217
H  1.8624  -1.8131  0.7336  0.229
H  -2.1980  -0.3722  2.2610  0.189
H  -0.9946  2.2074  -1.4730  0.242
H  0.7491  1.8815  -1.3355  0.232
H  -0.2547  0.8573  -2.3668  0.228
H  -0.0370  -1.4933  -0.8096  0.233

Properties
Energy above the lowest of the compared OMol25 structures with the same formula, charge and spin: 10.2 kcal per mole
Net charge: 0
SMILES: CC1=NC=N[C@@H]1C
LUMO energy: 0.665 eV
Strongest force on any atom: 0.378 eV/A
Calculated total energy: -304.819167 a.u.

---

# C3H7N

The molecule C3H7N (ωB97M-V/def2-TZVPD, OMol25).

Each line ends with the natural charge from an NBO analysis.
CARTESIAN COORDINATES (ANGSTROEM)
C  1.3666  0.4230  0.3678  -0.399
N  -0.0411  0.4334  0.1219  -0.424
C  -1.0659  -0.4968  0.4538  -0.242
C  -0.8328  -0.0406  -0.9599  -0.240
H  1.4871  0.5361  1.4498  0.202
H  1.7790  1.3110  -0.1225  0.201
H  1.9436  -0.4549  0.0392  0.165
H  -0.8740  -1.5576  0.6474  0.177
H  -1.8454  -0.0692  1.0785  0.191
H  -0.4866  -0.8207  -1.6455  0.177
H  -1.4305  0.7364  -1.4303  0.192

Properties
Energy above the lowest of the compared OMol25 structures with the same formula, charge and spin: 31.2 kcal per mole
Net charge: 0
SMILES: CN1CC1
LUMO energy: 1.258 eV
Strongest force on any atom: 0.405 eV/A
Calculated total energy: -173.192376 a.u.

---

Number 6 is which compound?
C3H7N

---

calculated total energy of number 3 (CH6N2)?
-151.171936 a.u.